Record 1
# C36H34Cl2CrN8O6S

A molecular structure, C36H34Cl2CrN8O6S (ωB97M-V with the def2-TZVPD basis set, OMol25).

Geometry as ORCA input:
```
! wB97M-V def2-TZVPD RIJCOSX def2/J DEFGRID3
* xyz 0 5
Cr 0.082 -0.730 -0.842
C 0.279 1.044 1.591
N 1.159 0.563 0.527
C 1.877 1.603 -0.217
C 2.226 1.036 -1.551
N 1.565 0.026 -2.050
C 2.088 -0.205 -3.316
C 1.733 -1.143 -4.281
C 2.440 -1.114 -5.466
C 3.468 -0.185 -5.691
C 3.825 0.748 -4.736
C 3.110 0.718 -3.545
N 3.191 1.478 -2.385
C -0.784 0.015 1.810
N -1.104 -0.879 0.907
C -2.195 -1.577 1.420
C -2.964 -2.599 0.867
C -4.003 -3.087 1.631
C -4.288 -2.577 2.908
C -3.544 -1.552 3.459
C -2.498 -1.065 2.683
N -1.574 -0.052 2.905
H -0.198 1.969 1.251
H 0.808 1.267 2.524
H 1.785 -0.169 0.859
H 2.765 1.973 0.305
H 1.200 2.440 -0.384
H 0.929 -1.840 -4.088
H 2.195 -1.823 -6.245
H 3.994 -0.201 -6.636
H 4.620 1.461 -4.911
H 3.678 2.350 -2.274
H -2.763 -2.976 -0.125
H -4.619 -3.881 1.232
H -5.113 -2.994 3.471
H -3.762 -1.150 4.439
H -1.543 0.581 3.691
Cl -2.131 -7.406 -0.611
C -1.619 -5.796 -1.063
C -2.264 -5.164 -2.120
C -1.859 -3.876 -2.455
Cl -2.654 -3.069 -3.771
C -0.845 -3.200 -1.780
O -0.517 -1.965 -2.131
C -0.175 -3.882 -0.706
C 0.858 -3.289 0.036
O 1.308 -2.057 -0.107
C -0.600 -5.195 -0.372
H -3.056 -5.651 -2.669
H 1.331 -3.885 0.816
H -0.117 -5.715 0.445
C -2.341 1.065 7.031
C -2.419 1.833 5.740
C -3.607 1.907 5.019
C -3.685 2.626 3.834
C -2.556 3.268 3.351
C -1.356 3.205 4.052
C -1.295 2.495 5.239
S -2.593 4.209 1.847
O -1.291 4.007 1.256
O -3.044 5.543 2.111
N -3.755 3.483 0.992
C -3.501 2.176 0.381
C -2.910 2.231 -1.028
C -2.275 0.867 -1.267
O -2.982 -0.126 -1.313
O -0.979 0.891 -1.269
H -3.250 0.492 7.205
H -2.205 1.744 7.874
H -1.497 0.375 7.028
H -4.486 1.393 5.387
H -4.610 2.669 3.276
H -0.481 3.705 3.659
H -0.361 2.451 5.788
H -4.398 4.130 0.559
H -4.424 1.599 0.388
H -2.813 1.650 1.049
H -2.161 3.015 -1.093
H -3.697 2.413 -1.762
N 1.395 6.194 -2.987
C 0.493 6.142 -1.953
C 0.479 4.841 -1.550
N 1.352 4.097 -2.313
C 1.882 4.940 -3.161
H 1.634 7.005 -3.530
H -0.043 7.009 -1.610
H -0.111 4.405 -0.759
H 2.596 4.699 -3.932
*
```

LUMO energy (alpha / beta), eV: 0.062 / 0.058
HOMO (alpha / beta), hartree: -0.182 / -0.261
Kohn-Sham gap (alpha / beta), eV: 5.0162 / 7.1606

***

Record 2
# C36H34Cl2O7P2S3Sr

A molecular structure, C36H34Cl2O7P2S3Sr in a non-equilibrium geometry (ωB97M-V with the def2-TZVPD basis set, OMol25).

Geometry as ORCA input:
```
! wB97M-V def2-TZVPD RIJCOSX def2/J DEFGRID3
* xyz -2 1
Sr -1.635 0.252 1.131
S 0.514 1.392 -0.875
P 0.384 -0.608 -1.264
C 0.002 -1.613 0.007
P 1.089 -2.001 1.230
S 2.073 -0.558 2.239
C 2.316 -3.277 0.732
C 3.500 -3.469 1.437
C 4.407 -4.436 1.032
C 4.147 -5.212 -0.088
C 2.974 -5.020 -0.802
C 2.062 -4.060 -0.390
C 0.093 -2.949 2.458
C -0.528 -4.135 2.058
C -1.368 -4.818 2.920
C -1.619 -4.314 4.192
C -1.009 -3.140 4.595
C -0.146 -2.468 3.737
C 1.908 -1.110 -2.147
C 1.896 -1.924 -3.277
C 3.083 -2.417 -3.801
C 4.292 -2.113 -3.193
C 4.309 -1.302 -2.065
C 3.127 -0.795 -1.550
C -0.903 -0.800 -2.552
C -1.753 -1.898 -2.519
C -2.732 -2.055 -3.491
C -2.862 -1.118 -4.504
C -2.016 -0.016 -4.539
C -1.046 0.145 -3.563
H 3.705 -2.830 2.288
H 5.330 -4.575 1.586
H 4.866 -5.958 -0.410
H 2.773 -5.607 -1.691
H 1.151 -3.878 -0.949
H -0.365 -4.508 1.054
H -1.849 -5.733 2.593
H -2.306 -4.826 4.854
H -1.223 -2.721 5.571
H 0.342 -1.550 4.044
H 0.954 -2.182 -3.746
H 3.058 -3.050 -4.682
H 5.219 -2.511 -3.590
H 5.248 -1.072 -1.576
H 3.133 -0.173 -0.661
H -1.639 -2.604 -1.704
H -3.403 -2.906 -3.447
H -3.632 -1.235 -5.259
H -2.128 0.732 -5.316
H -0.408 1.020 -3.553
O -4.561 0.707 3.563
Cl -3.646 -0.368 3.392
O -3.715 -0.874 2.027
O -3.897 -1.408 4.328
O -2.273 0.117 3.535
C -1.090 3.148 4.713
S 0.169 4.183 3.952
C 1.219 2.916 3.217
H -1.560 2.500 3.978
H -1.854 3.810 5.122
H -0.684 2.540 5.521
H 1.906 2.479 3.941
H 1.793 3.366 2.410
H 0.631 2.103 2.790
C -0.505 4.429 -3.563
C -0.435 5.056 -2.205
C 0.602 5.895 -1.839
C 0.663 6.401 -0.549
Cl 1.985 7.465 -0.120
C -0.272 6.058 0.403
C -1.323 5.219 0.050
C -1.425 4.752 -1.255
O -2.438 3.985 -1.733
C -3.492 3.563 -0.869
C -3.034 2.346 -0.042
O -3.092 1.230 -0.599
O -2.552 2.554 1.094
H 0.373 4.691 -4.154
H -1.403 4.743 -4.101
H -0.551 3.343 -3.462
H 1.379 6.139 -2.550
H -0.172 6.402 1.423
H -2.010 4.874 0.807
H -4.287 3.253 -1.545
H -3.831 4.386 -0.235
*
```

LUMO energy, eV: 4.121
HOMO, hartree: -0.063
Kohn-Sham gap, eV: 5.8433

***

Record 3
# C36H34Cl2O7P2S3Sr

A molecular structure, C36H34Cl2O7P2S3Sr (ωB97M-V with the def2-TZVPD basis set, OMol25).

Geometry as ORCA input:
```
! wB97M-V def2-TZVPD RIJCOSX def2/J DEFGRID3
* xyz -2 1
Sr 0.813 1.467 -2.014
S 1.744 -1.475 -2.154
P 1.412 -1.364 -0.169
C 1.149 0.141 0.486
P -0.273 0.751 1.078
S -1.674 1.392 -0.247
C -1.136 -0.287 2.342
C -2.431 -0.758 2.167
C -3.025 -1.560 3.136
C -2.335 -1.889 4.293
C -1.038 -1.421 4.475
C -0.444 -0.632 3.503
C 0.114 2.213 2.122
C 1.399 2.738 2.137
C 1.691 3.865 2.898
C 0.701 4.463 3.662
C -0.588 3.939 3.656
C -0.880 2.825 2.884
C 0.040 -2.542 0.205
C 0.027 -3.335 1.352
C -1.069 -4.134 1.651
C -2.172 -4.145 0.810
C -2.176 -3.348 -0.327
C -1.078 -2.556 -0.629
C 2.812 -2.201 0.682
C 3.450 -3.303 0.120
C 4.491 -3.928 0.792
C 4.908 -3.452 2.030
C 4.277 -2.352 2.593
C 3.232 -1.731 1.919
H -2.961 -0.490 1.261
H -4.029 -1.937 2.977
H -2.799 -2.514 5.047
H -0.488 -1.679 5.374
H 0.572 -0.276 3.635
H 2.154 2.247 1.534
H 2.693 4.278 2.884
H 0.926 5.342 4.256
H -1.367 4.407 4.247
H -1.888 2.427 2.857
H 0.879 -3.325 2.022
H -1.065 -4.736 2.553
H -3.035 -4.759 1.046
H -3.046 -3.335 -0.973
H -1.076 -1.933 -1.517
H 3.136 -3.642 -0.860
H 4.991 -4.779 0.343
H 5.731 -3.932 2.548
H 4.608 -1.969 3.552
H 2.733 -0.854 2.319
O 4.101 4.057 -1.490
Cl 2.847 3.960 -2.190
O 2.851 2.773 -3.043
O 2.622 5.136 -2.972
O 1.762 3.757 -1.243
C 5.790 0.901 -1.821
S 5.414 0.022 -0.288
C 4.888 1.420 0.721
H 5.038 1.667 -2.004
H 5.742 0.176 -2.632
H 6.780 1.360 -1.801
H 5.731 2.033 1.043
H 4.378 1.010 1.593
H 4.181 2.035 0.166
C -5.765 2.213 -3.001
C -5.121 0.857 -3.064
C -5.686 -0.246 -2.449
C -5.051 -1.477 -2.498
Cl -5.799 -2.858 -1.721
C -3.835 -1.621 -3.132
C -3.251 -0.522 -3.752
C -3.904 0.705 -3.741
O -3.447 1.832 -4.350
C -2.256 1.764 -5.138
C -1.004 1.748 -4.251
O -0.663 2.824 -3.718
O -0.440 0.631 -4.074
H -6.678 2.180 -2.407
H -6.006 2.581 -4.001
H -5.079 2.935 -2.555
H -6.624 -0.146 -1.917
H -3.324 -2.574 -3.129
H -2.262 -0.612 -4.179
H -2.264 2.672 -5.737
H -2.280 0.883 -5.784
*
```

LUMO energy, eV: 4.063
HOMO, hartree: -0.069
Kohn-Sham gap, eV: 5.9303

***

Record 4
# C36H34ClGdOP2

A molecular structure, C36H34ClGdOP2 in a non-equilibrium geometry (ωB97M-V with the def2-TZVPD basis set, OMol25).

Geometry as ORCA input:
```
! wB97M-V def2-TZVPD RIJCOSX def2/J DEFGRID3
* xyz 2 8
Gd 1.135 0.048 -0.622
Cl -0.099 -0.044 -2.756
P -0.138 2.562 0.029
P -0.080 -2.547 0.029
C 0.005 3.419 1.625
C -1.617 3.304 -0.704
C 1.315 3.164 -0.910
C 1.461 -3.463 -0.366
C -0.613 -3.284 1.608
C -1.292 -3.142 -1.182
C 1.041 4.319 1.912
C 1.102 4.933 3.166
C 0.127 4.664 4.132
C -0.918 3.779 3.838
C -0.978 3.148 2.598
H 1.795 4.556 1.161
H 1.912 5.627 3.392
H 0.167 5.147 5.113
H -1.699 3.577 4.573
H -1.792 2.465 2.347
C 2.593 2.640 -0.568
C 3.691 2.942 -1.379
C 3.550 3.798 -2.474
C 2.293 4.337 -2.782
C 1.177 4.011 -2.016
H 2.750 2.079 0.372
H 4.661 2.485 -1.156
H 4.416 4.049 -3.089
H 2.185 5.018 -3.627
H 0.191 4.420 -2.252
C -2.042 4.605 -0.391
C -3.202 5.119 -0.980
C -3.947 4.338 -1.868
C -3.529 3.038 -2.176
C -2.375 2.524 -1.600
H -1.480 5.215 0.316
H -3.525 6.130 -0.740
H -4.852 4.737 -2.331
H -4.104 2.420 -2.867
H -2.030 1.520 -1.846
C -1.827 -3.975 1.741
C -2.182 -4.549 2.964
C -1.324 -4.442 4.064
C -0.112 -3.754 3.938
C 0.246 -3.176 2.725
H -2.493 -4.085 0.883
H -3.126 -5.083 3.056
H -1.600 -4.890 5.021
H 0.563 -3.673 4.795
H 1.208 -2.672 2.622
C 2.384 -2.846 -1.241
C 3.686 -3.346 -1.313
C 4.024 -4.535 -0.658
C 3.061 -5.227 0.083
C 1.780 -4.687 0.242
H 2.070 -2.015 -1.905
H 4.438 -2.795 -1.883
H 5.039 -4.928 -0.737
H 3.305 -6.179 0.554
H 1.039 -5.214 0.847
C -1.073 -4.276 -1.976
C -2.026 -4.644 -2.927
C -3.189 -3.887 -3.087
C -3.415 -2.764 -2.279
C -2.475 -2.390 -1.331
H -0.164 -4.867 -1.851
H -1.855 -5.517 -3.557
H -3.926 -4.156 -3.842
H -4.320 -2.167 -2.390
H -2.626 -1.511 -0.701
H 3.014 0.069 -1.483
H 2.505 0.161 -2.143
O 0.884 0.030 1.747
H -0.052 -0.145 1.979
H 1.283 0.478 2.513
*
```

LUMO energy (alpha / beta), eV: -6.279 / -8.769
HOMO (alpha / beta), hartree: -0.512 / -0.504
Kohn-Sham gap (alpha / beta), eV: 7.6553 / 4.9490

***

Record 5
# C36H34CrN3O3

A molecular structure, C36H34CrN3O3 in a non-equilibrium geometry (ωB97M-V with the def2-TZVPD basis set, OMol25).

Geometry as ORCA input:
```
! wB97M-V def2-TZVPD RIJCOSX def2/J DEFGRID3
* xyz 2 4
C -1.072 -3.536 1.951
N -1.588 -2.538 1.038
C -1.637 -2.893 -0.364
C -1.703 -1.225 1.355
N -2.077 -0.427 0.385
C -1.602 0.926 0.308
C -1.654 1.406 -1.129
C -2.884 1.615 -1.762
C -2.915 1.958 -3.119
C -1.718 2.135 -3.827
C -0.490 1.896 -3.192
C -0.460 1.550 -1.841
N -1.435 -0.893 2.699
C -0.395 0.073 2.987
C -2.497 -0.952 3.695
H -0.645 -3.041 2.827
H -1.866 -4.215 2.271
H -0.295 -4.117 1.443
H -1.918 -1.988 -0.909
H -0.646 -3.235 -0.688
H -2.378 -3.683 -0.532
H -2.204 1.597 0.944
H -0.541 0.996 0.600
H -3.802 1.482 -1.185
H -3.881 2.090 -3.611
H -1.731 2.453 -4.870
H 0.449 1.977 -3.739
H 0.490 1.363 -1.329
H 0.409 -0.023 2.245
H -0.797 1.098 2.983
H 0.014 -0.153 3.979
H -3.190 -1.768 3.466
H -2.025 -1.137 4.669
H -3.045 0.001 3.747
O -1.603 3.066 4.069
C -2.751 3.126 4.283
Cr -4.628 3.421 4.271
C -4.389 2.821 2.524
O -4.107 2.513 1.428
C -3.916 4.966 3.349
O -3.348 5.707 2.650
C -5.487 4.291 6.060
C -4.877 3.075 6.393
C -5.183 1.914 5.673
C -6.089 1.943 4.588
C -6.131 0.804 3.656
C -6.029 0.171 2.596
C -6.062 -0.820 1.614
C -6.331 -0.393 0.242
C -6.813 0.934 0.055
C -7.126 1.448 -1.204
C -6.920 0.665 -2.344
C -6.440 -0.639 -2.192
C -6.167 -1.174 -0.926
C -6.095 -2.181 2.137
C -6.442 -2.358 3.514
C -6.783 -3.596 4.042
C -6.712 -4.737 3.238
C -6.211 -4.614 1.935
C -5.825 -3.375 1.416
C -6.739 3.179 4.301
C -6.458 4.323 5.051
H -5.242 5.195 6.617
H -4.126 3.025 7.177
H -4.703 0.957 5.899
H -6.940 1.559 0.934
H -7.557 2.446 -1.302
H -7.136 1.068 -3.337
H -6.320 -1.256 -3.083
H -5.798 -2.189 -0.845
H -6.475 -1.484 4.163
H -7.156 -3.670 5.065
H -7.026 -5.702 3.625
H -6.162 -5.502 1.307
H -5.262 -3.324 0.487
H -7.440 3.221 3.460
H -6.970 5.257 4.814
*
```

LUMO energy (alpha / beta), eV: -5.700 / -8.149
HOMO (alpha / beta), hartree: -0.437 / -0.498
Kohn-Sham gap (alpha / beta), eV: 6.1953 / 5.4157

***

Record 6
# C36H34F4N4O5PSc

A molecular structure, C36H34F4N4O5PSc in a non-equilibrium geometry (ωB97M-V with the def2-TZVPD basis set, OMol25).

Geometry as ORCA input:
```
! wB97M-V def2-TZVPD RIJCOSX def2/J DEFGRID3
* xyz 2 1
Sc -1.117 1.027 -0.882
C -3.612 2.191 -2.691
C -2.904 0.861 -2.524
C -1.955 0.493 -3.512
C -1.550 1.496 -4.556
C -1.547 -0.846 -3.639
C -0.827 -1.256 -4.894
C -1.912 -1.787 -2.663
C -1.574 -3.240 -2.874
C -2.699 -1.388 -1.568
C -3.093 -2.392 -0.518
C -3.278 -0.093 -1.537
C -4.434 0.142 -0.590
H -2.967 3.030 -2.422
H -4.515 2.259 -2.095
H -3.906 2.318 -3.733
H -0.576 1.258 -4.974
H -1.505 2.500 -4.142
H -2.271 1.497 -5.375
H -0.712 -2.330 -4.971
H 0.160 -0.801 -4.961
H -1.398 -0.925 -5.760
H -2.221 -3.639 -3.656
H -1.740 -3.842 -1.989
H -0.544 -3.376 -3.193
H -2.256 -3.026 -0.237
H -3.892 -3.030 -0.897
H -3.445 -1.912 0.388
H -4.836 1.147 -0.656
H -4.153 -0.028 0.449
H -5.235 -0.557 -0.836
O 0.450 5.015 -1.578
C 0.104 3.916 -0.982
O -0.785 3.167 -1.365
C 0.882 3.645 0.297
O 0.639 2.334 0.765
C 1.640 1.347 0.494
C 0.992 0.311 -0.455
O 0.615 0.884 -1.630
O -0.131 -0.203 0.117
H -0.056 5.235 -2.383
H 1.948 3.848 0.146
H 0.508 4.347 1.057
H 2.534 1.786 0.046
H 1.868 0.867 1.451
F -0.756 3.483 5.533
C -0.587 2.211 5.201
C 0.107 1.377 6.035
F 0.606 1.855 7.161
C 0.340 -0.006 5.715
C -0.235 -0.463 4.479
C -0.924 0.373 3.652
F -1.442 -0.107 2.511
C -1.110 1.761 3.948
C -1.710 2.622 3.029
C -2.074 2.192 1.761
N -2.327 1.892 0.672
C -1.853 4.021 3.198
N -1.954 5.160 3.237
F -0.062 -1.727 4.113
C 1.087 -0.836 6.539
C 1.357 -2.194 6.251
N 1.625 -3.290 6.054
C 1.711 -0.415 7.736
N 2.269 -0.137 8.697
C 1.047 -2.635 -0.557
P 2.102 -1.213 -0.928
C 2.283 -1.150 -2.736
C 3.723 -1.600 -0.189
C 4.223 -0.975 0.947
C 5.426 -1.390 1.491
C 6.133 -2.429 0.910
C 5.635 -3.056 -0.222
C 4.435 -2.647 -0.774
H 1.505 -3.539 -0.958
H 0.069 -2.458 -1.000
H 0.937 -2.725 0.524
H 2.237 -2.156 -3.152
H 3.228 -0.682 -3.008
H 1.461 -0.545 -3.122
H 3.679 -0.165 1.406
H 5.811 -0.900 2.371
H 7.069 -2.750 1.337
H 6.183 -3.867 -0.675
H 4.056 -3.141 -1.656
*
```

LUMO energy, eV: -8.292
HOMO, hartree: -0.519
Kohn-Sham gap, eV: 5.8244